[1]
The following is a quantum chemistry calculation of a cluster of 2 separate species, C18H19N4O5S in total at a distorted geometry, from OMol25.

Lowest unoccupied orbital energy ... 1.33 eV
HOMO energy ... -5.194 eV
Kohn-Sham gap ... 6.524 eV
Charge ... -1
DFT total energy ... -1690.8264 Eh

Each line ends with the Löwdin charge.
Atoms and positions in Å:
1 C -1.035 1.048 2.487  -0.13
2 C 0.372 0.450 2.628  -0.53
3 O 1.310 1.087 3.106  -0.03
4 N 0.337 -0.816 2.117  0.15
5 C -0.827 -0.956 1.406  -0.58
6 O -1.182 -1.833 0.645  0.03
7 O -1.698 0.139 1.633  -0.04
8 H -1.538 1.114 3.463  0.12
9 H -1.046 2.052 2.050  0.11
10 C 0.603 -6.221 -4.890  -0.09
11 N 1.620 -6.144 -3.855  -0.25
12 C 2.824 -6.900 -4.170  -0.08
13 C 1.304 -5.697 -2.560  -0.25
14 C 0.635 -6.534 -1.639  -0.01
15 C 0.381 -6.111 -0.349  -0.03
16 C 0.761 -4.817 0.081  -0.18
17 C 0.700 -4.399 1.468  0.11
18 C 1.066 -5.173 2.540  -0.02
19 C 0.698 -4.688 3.871  -0.35
20 O 0.024 -3.677 4.058  0.10
21 N 1.141 -5.440 4.986  -0.05
22 C 0.811 -4.886 6.298  -0.06
23 C 1.781 -6.660 4.925  -0.69
24 S 2.241 -7.524 6.283  0.70
25 N 2.047 -7.144 3.653  -0.05
26 C 2.807 -8.410 3.643  -0.09
27 C 1.835 -6.433 2.450  -0.33
28 O 2.295 -6.877 1.396  0.07
29 C 1.272 -3.928 -0.888  0.00
30 C 1.608 -4.376 -2.147  0.00
31 H -0.281 -5.647 -4.590  0.09
32 H 0.993 -5.812 -5.833  0.08
33 H 0.313 -7.267 -5.071  0.07
34 H 3.545 -6.850 -3.346  0.09
35 H 2.579 -7.955 -4.370  0.07
36 H 3.295 -6.499 -5.080  0.08
37 H 0.360 -7.538 -1.954  0.11
38 H -0.107 -6.772 0.363  0.12
39 H 0.411 -3.361 1.666  0.11
40 H 1.244 -5.550 7.049  0.00
41 H 1.240 -3.888 6.401  0.10
42 H -0.272 -4.848 6.433  0.10
43 H 3.010 -8.772 2.640  0.08
44 H 3.740 -8.263 4.200  0.07
45 H 2.237 -9.143 4.223  0.06
46 H 1.448 -2.895 -0.588  0.13
47 H 2.114 -3.719 -2.848  0.11

[2]
The following is a quantum chemistry calculation of an isolated molecule of C18H19NO3S at a distorted geometry, from OMol25.

Lowest unoccupied orbital energy ... -0.22 eV
HOMO energy ... -8.712 eV
Kohn-Sham gap ... 8.489 eV
Charge ... 0
DFT total energy ... -1375.8397 Eh

Each line ends with the Löwdin charge.
Atoms and positions in Å:
1 C 1.299 -0.281 3.736  -0.09
2 N 0.605 0.605 2.757  -0.20
3 C -0.712 0.094 2.552  -0.07
4 C 1.403 0.959 1.604  -0.33
5 C 0.788 2.121 0.889  -0.10
6 C -0.295 1.665 -0.150  -0.16
7 S -1.476 2.901 -0.758  0.73
8 O -2.889 2.686 -0.575  -0.27
9 O -1.042 3.330 -2.116  -0.33
10 O -1.106 4.313 0.133  -0.18
11 C -0.297 0.351 -0.677  -0.14
12 C -1.293 -0.227 -1.506  -0.23
13 C -1.917 -1.440 -1.161  -0.04
14 C -2.749 -2.182 -2.058  -0.01
15 C -2.781 -1.609 -3.434  -0.05
16 C -2.033 -0.474 -3.801  -0.09
17 C -1.276 0.124 -2.864  -0.04
18 C 0.879 -0.523 -0.434  -0.06
19 C 1.105 -1.804 -1.053  0.01
20 C 2.257 -2.515 -0.816  -0.07
21 C 3.121 -2.030 0.122  -0.13
22 C 2.835 -1.059 0.971  -0.03
23 C 1.741 -0.133 0.640  -0.06
24 H 1.445 -1.388 3.450  0.11
25 H 0.787 -0.215 4.641  0.05
26 H 2.250 0.195 4.089  0.10
27 H -1.067 -0.232 3.536  0.10
28 H -0.728 -0.728 1.928  0.05
29 H -1.245 0.996 2.130  0.11
30 H 2.439 1.298 1.911  0.17
31 H 0.188 2.655 1.647  0.12
32 H 1.538 2.769 0.339  0.15
33 H -0.667 4.775 -0.571  0.04
34 H -1.959 -1.526 -0.094  0.11
35 H -3.357 -3.050 -1.793  0.09
36 H -3.367 -2.105 -4.222  0.10
37 H -2.177 -0.224 -4.815  0.09
38 H -0.748 1.068 -3.207  0.14
39 H 0.510 -2.192 -1.828  0.10
40 H 2.543 -3.432 -1.306  0.11
41 H 3.981 -2.660 0.361  0.12
42 H 3.467 -0.876 1.802  0.10

[3]
The following is a quantum chemistry calculation of an isolated molecule of C18H19NO6 at a distorted geometry, from OMol25.

Lowest unoccupied orbital energy ... 0.75 eV
HOMO energy ... -7.551 eV
Kohn-Sham gap ... 8.305 eV
Charge ... 0
DFT total energy ... -1203.5279 Eh

Each line ends with the Löwdin charge.
Atoms and positions in Å:
1 C 5.566 6.076 1.819  -0.06
2 C 5.370 4.979 0.790  -0.21
3 O 4.972 3.780 1.468  0.01
4 C 4.217 2.917 0.803  -0.47
5 O 3.849 3.052 -0.337  0.11
6 C 3.883 1.703 1.649  -0.07
7 N 2.950 0.860 0.948  0.08
8 C 1.814 0.424 1.564  -0.43
9 O 1.645 0.551 2.762  0.07
10 C 0.836 -0.245 0.691  -0.07
11 C -0.460 -0.626 1.139  0.07
12 C -1.089 -1.214 0.077  -0.20
13 C -2.413 -1.785 -0.069  -0.15
14 C -3.304 -1.819 1.007  -0.02
15 C -4.566 -2.346 0.849  0.01
16 C -4.971 -2.863 -0.377  -0.20
17 C -4.073 -2.870 -1.448  -0.19
18 C -2.810 -2.323 -1.291  0.07
19 O -4.399 -3.411 -2.667  -0.02
20 C -5.549 -4.225 -2.624  -0.15
21 C -6.656 -3.533 -1.830  -0.15
22 O -6.250 -3.346 -0.493  -0.03
23 O -0.248 -1.218 -0.991  0.09
24 C 0.907 -0.637 -0.628  -0.24
25 C 1.971 -0.564 -1.666  0.00
26 H 5.892 6.986 1.323  0.08
27 H 6.316 5.777 2.546  0.08
28 H 4.634 6.272 2.343  0.08
29 H 4.598 5.243 0.060  0.12
30 H 6.302 4.772 0.253  0.13
31 H 4.815 1.167 1.869  0.14
32 H 3.437 2.006 2.603  0.14
33 H 2.957 0.975 -0.055  0.10
34 H -0.833 -0.463 2.128  0.12
35 H -3.005 -1.422 1.963  0.11
36 H -5.270 -2.366 1.665  0.12
37 H -2.138 -2.326 -2.134  0.13
38 H -5.849 -4.395 -3.659  0.13
39 H -5.310 -5.186 -2.147  0.14
40 H -7.561 -4.141 -1.798  0.13
41 H -6.878 -2.562 -2.294  0.14
42 H 2.913 -0.956 -1.285  0.09
43 H 2.127 0.461 -2.003  0.09
44 H 1.661 -1.159 -2.523  0.09

Relative energy (zero: lowest compared OMol25 entry of this formula, charge and spin) across the listed records, respectively: 11.52; 112.31; 24.33 kcal/mol.